Formula: C26H46AuO2P2
Source: the OMol25 dataset
Level of theory: ωB97M-V with the def2-TZVPD basis set

Atoms and positions in Å:
C1 -5.3241 -2.5696 -2.3951
H1 -2.4951 1.2779 1.4889
H2 2.7089 2.2632 5.0500
H3 -0.6027 3.6309 -1.0585
C2 -4.2569 -3.6839 -2.5096
H4 1.9064 0.0582 -3.3807
C3 4.1051 3.2265 1.0641
O1 0.9979 -0.0462 3.2352
C4 -1.4904 0.8272 1.4692
C5 0.0578 -1.7495 -1.4990
H5 -1.1688 0.6491 2.5077
C6 -3.5138 -4.0338 -1.2550
H6 4.7860 0.4672 2.0312
H7 -1.9456 -1.3122 1.2993
C7 3.6671 2.2146 0.0740
C8 3.8353 -1.1360 -1.6255
H8 4.0890 2.8072 2.0782
H9 -2.1107 -0.4250 -0.2254
H10 -2.1771 2.9597 -0.5475
C9 -4.6882 -0.8582 -0.6007
H11 -2.5915 -4.6020 -1.4149
H12 0.0773 -3.3473 1.0968
H13 0.4587 4.2659 1.3707
H14 6.0456 0.4386 0.7789
P1 -0.3220 2.0754 0.7656
H15 2.0333 4.3656 -0.6326
C10 -5.0751 -1.6222 0.6309
C11 -0.1308 3.4897 1.8829
H16 -4.5597 -0.5348 -2.6628
C12 0.7317 -2.4732 1.2263
C13 -5.1793 -3.1585 0.4808
H17 5.1250 3.5879 0.8506
H18 2.7548 1.4849 -4.0145
O2 2.7367 1.3430 3.2010
H19 -4.3521 0.1697 -0.4120
P2 0.1880 -1.0933 0.1882
C14 4.9988 0.1699 0.9965
H20 2.2464 0.5205 5.0934
H21 -4.7559 -4.5869 -2.9035
C15 4.0552 0.8235 0.0580
C16 -3.9219 -3.8308 0.0117
H22 -6.0500 -1.2528 0.9947
C17 -1.4967 -0.5112 0.6885
H23 -1.1060 3.9196 2.1631
H24 -5.6951 -2.3862 -3.4162
H25 3.4399 4.1013 1.0580
C18 3.5506 0.2475 -1.1635
H26 -4.3562 -1.3927 1.4336
H27 1.1971 1.6779 -3.1866
C19 -4.8157 -1.2542 -1.8743
H28 -6.0508 -3.4017 -0.1363
H29 3.1443 4.4194 -2.0121
H30 3.9610 1.0141 4.8050
H31 0.9894 -2.2776 -1.7434
H32 0.7454 -2.1637 2.2794
C20 -1.1180 2.7145 -0.7377
C21 2.9096 1.2664 4.6519
H33 -6.1818 -2.9478 -1.8286
H34 4.9219 -0.9237 0.9387
H35 -3.3023 -4.2378 0.8188
H36 3.1003 -1.4728 -2.3680
H37 0.4033 3.2014 2.7998
C22 2.3798 3.8022 -1.5129
H38 -0.0873 -0.9353 -2.2217
H39 -1.0657 1.9786 -1.5515
C23 1.7744 0.6415 2.5885
H40 1.7563 -2.7405 0.9233
C24 2.1437 1.1121 -3.1760
H41 -0.7838 -2.4591 -1.5840
H42 4.8319 -1.2072 -2.0924
H43 -5.3998 -3.5567 1.4844
Au1 1.7173 0.7556 0.4587
C25 2.8433 1.2688 -1.8760
C26 2.9297 2.4799 -1.1254
H44 -3.5291 -3.3921 -3.2826
H45 1.5325 3.7043 -2.2056
H46 3.8234 -1.8450 -0.7842

Forces on the atoms, in the same order (eV/Å):
C -0.2 -0.3 -0.5
H 0.2 -0.2 0.0
H 0.0 -0.2 0.0
H -0.1 -0.3 0.1
C -0.1 0.3 -0.3
H 0.1 0.3 0.0
C 0.1 0.4 0.5
O 0.2 0.5 -0.5
C 0.1 0.2 0.2
C -0.4 -0.4 -0.2
H -0.1 0.1 -0.3
C -0.3 -0.2 0.8
H 0.1 -0.1 -0.2
H 0.0 0.3 -0.2
C 0.2 -0.8 -0.2
C 0.0 -0.5 -0.1
H 0.1 0.2 -0.3
H 0.3 -0.1 0.3
H 0.3 0.0 -0.1
C -0.3 0.1 -0.5
H -0.2 0.2 0.1
H 0.2 0.2 0.1
H -0.2 -0.3 0.1
H -0.3 0.0 0.0
P 0.4 -0.3 -0.4
H 0.1 -0.1 -0.3
C 0.0 -0.3 0.2
C -0.5 0.3 0.3
H 0.1 -0.2 0.4
C -0.3 -0.4 0.1
C -0.4 0.1 0.6
H -0.3 -0.1 0.0
H -0.2 -0.1 0.2
O 0.3 0.3 0.2
H -0.1 -0.3 -0.2
P 0.5 0.3 -0.1
C 0.3 -0.3 0.5
H 0.1 0.1 -0.1
H 0.2 0.2 0.1
C -0.2 0.6 -0.5
C 0.6 -0.3 -0.7
H 0.3 0.0 -0.1
C 0.0 -0.1 -0.1
H 0.3 -0.1 -0.1
H 0.0 -0.1 0.3
H 0.2 -0.2 0.0
C 0.0 0.5 0.1
H -0.1 0.0 -0.1
H 0.3 -0.2 -0.1
C 0.2 0.5 0.3
H 0.4 -0.1 0.3
H -0.2 -0.2 0.1
H -0.2 0.0 0.1
H -0.2 0.2 0.1
H 0.0 0.0 -0.3
C -0.5 0.3 0.0
C 0.0 0.0 -0.4
H 0.2 0.3 -0.3
H 0.0 0.3 0.0
H 0.0 0.2 -0.3
H 0.2 0.1 0.2
H -0.2 0.0 -0.3
C -0.3 0.4 -0.1
H 0.0 -0.2 0.2
H 0.0 0.1 0.3
C -0.3 -0.9 1.6
H -0.4 0.1 0.1
C -0.3 0.0 -0.5
H 0.3 0.2 0.0
H -0.3 0.1 0.1
H 0.0 0.1 -0.3
Au -0.3 0.4 -0.1
C 0.2 0.3 0.5
C 0.1 -0.7 -0.2
H -0.1 -0.1 0.2
H 0.3 0.0 0.1
H 0.0 0.2 -0.3

Output
- maximum force (eV/A) = 1.9
- HOMO energy (alpha / beta) (eV) = -9.28 / -10.60
- orbital gap (alpha / beta) (eV) = 7.48 / 6.72
- spin multiplicity = 3
- ΔE to the lowest compared entry with this formula, charge and spin (kJ/mol) = 0.00
- charge = +1